[1]
C20H27BrN8OSSe3TeTl as an isolated structure. Source: the Open Molecules 2025 dataset; level of theory: ωB97M-V/def2-TZVPD.

The geometry in XYZ format:
```
63
Properties=species:S:1:pos:R:3:forces:R:3:mulliken_charge:R:1
Tl -0.6480 -1.1034 -1.1060 -0.052 -0.051 0.080 1.023
Br -5.2642 5.2566 -1.8424 0.004 -0.003 0.003 -0.161
C -3.6508 4.2978 -1.6459 -0.021 0.005 0.000 0.006
C -2.5428 4.9269 -1.0972 0.009 0.003 0.011 -0.784
C -1.3615 4.2182 -0.9393 0.007 -0.006 -0.012 -0.043
C -1.2866 2.8830 -1.3322 0.017 0.008 -0.040 -0.630
C -2.3927 2.2821 -1.9258 0.007 0.001 -0.015 0.455
C -3.5823 2.9777 -2.0661 0.002 -0.006 -0.011 -0.657
N -0.1324 2.0826 -1.1543 0.003 0.011 0.021 -0.002
C 0.5657 2.2416 -0.1092 0.021 0.026 0.019 -0.299
C 1.7592 1.4119 0.1596 -0.037 0.001 0.023 0.179
C 2.7059 1.8419 1.0793 0.003 0.004 0.001 -0.872
C 3.8243 1.0514 1.3001 0.004 0.014 -0.005 -0.671
C 3.9329 -0.1483 0.6198 -0.004 -0.012 -0.002 -0.781
C 2.9174 -0.5124 -0.2575 0.022 -0.001 0.007 -0.166
N 1.8594 0.2530 -0.4976 0.021 -0.014 -0.047 0.202
H -2.6013 5.9649 -0.8007 0.000 0.000 -0.002 0.439
H -0.4916 4.7163 -0.5307 -0.004 0.007 -0.001 0.576
H -2.3310 1.2489 -2.2439 -0.004 -0.013 0.007 0.474
H -4.4487 2.4939 -2.4954 0.000 0.002 0.002 0.425
H 0.3139 2.9862 0.6521 -0.004 -0.014 0.014 0.439
H 2.5708 2.7811 1.6001 0.002 0.000 0.000 0.485
H 4.5906 1.3657 1.9962 0.001 0.000 0.001 0.432
H 4.7814 -0.8024 0.7661 0.000 0.000 -0.001 0.451
H 2.9442 -1.4605 -0.7842 0.002 0.009 -0.006 0.314
N 0.5989 0.1039 -3.4398 0.043 0.024 0.024 -0.215
N 1.7799 -0.4174 -3.9523 0.016 -0.037 -0.023 -0.314
C 2.1864 -1.6777 -3.6974 0.006 0.039 0.010 0.609
N 3.3662 -2.0059 -4.2661 0.004 -0.004 -0.003 -0.461
S 1.3756 -2.7866 -2.7382 -0.008 -0.017 -0.010 -0.354
H -0.0063 0.4075 -4.1921 -0.006 0.006 -0.021 0.253
H 0.7793 0.8618 -2.7840 -0.058 -0.047 -0.038 0.170
H 2.3936 0.1959 -4.4688 0.003 -0.001 0.000 0.223
H 3.7691 -1.4556 -5.0066 0.004 0.000 0.000 0.192
H 3.6606 -2.9626 -4.1788 -0.003 -0.003 -0.008 0.225
Se -4.3328 -0.8873 -1.2106 0.035 -0.009 0.011 -0.018
Se -5.9197 -1.6444 -2.5261 0.024 -0.003 -0.046 -0.077
Te -4.7712 -3.2119 -4.0779 -0.035 -0.011 0.050 0.235
Se -2.5642 -3.1032 -3.3092 0.017 0.056 -0.036 -0.185
N -2.7893 1.7581 1.3037 -0.076 -0.032 0.034 0.131
C -3.1661 1.8750 2.5923 0.001 -0.003 -0.006 -0.286
C -2.9904 0.6391 3.1673 0.000 -0.005 0.005 -0.990
C -2.5077 -0.1680 2.1211 0.035 -0.018 0.011 -0.578
N -2.3896 0.5159 0.9926 0.009 0.087 -0.046 0.065
H -2.8550 2.4486 0.5726 0.005 0.007 0.026 0.093
H -3.5295 2.8065 2.9921 -0.004 0.001 -0.002 0.480
H -3.1928 0.3588 4.1857 0.001 0.000 0.001 0.388
H -2.2443 -1.2144 2.1375 0.007 -0.001 0.001 0.682
C 2.0774 -3.3092 4.0848 0.011 0.003 -0.003 -1.086
N 1.4385 -2.4990 3.0538 -0.002 0.010 0.005 0.203
C 1.2179 -1.0768 3.2945 0.025 -0.001 -0.011 -0.564
C 1.0234 -2.9910 1.8724 0.034 -0.017 -0.046 0.435
C 1.1781 -4.4592 1.5727 -0.011 -0.002 -0.004 -1.267
O 0.5236 -2.2437 1.0255 -0.033 0.026 0.061 -0.538
H 2.5319 -2.6443 4.8138 0.001 0.000 0.000 0.334
H 2.8693 -3.9286 3.6684 -0.002 0.000 0.001 0.392
H 1.3619 -3.9480 4.6056 0.000 0.002 0.001 0.337
H 1.4441 -0.8554 4.3340 -0.003 -0.001 0.002 0.426
H 0.1831 -0.8097 3.0878 -0.024 0.002 -0.007 0.094
H 1.8552 -0.4681 2.6497 -0.018 -0.018 0.019 0.090
H 1.4626 -5.0743 2.4200 -0.011 0.001 0.001 0.471
H 1.9213 -4.5696 0.7816 0.011 -0.002 0.010 0.257
H 0.2294 -4.8138 1.1735 0.004 0.000 -0.011 0.310
```
Forces are in eV/Å.

Its energy above the lowest of the compared OMol25 structures with the same formula, charge and spin is 0.0 kJ/mol. Its charge is +1.

[2]
An isolated ion of composition C20H27ClFN2O and charge +1. Source: the Open Molecules 2025 dataset; level of theory: ωB97M-V/def2-TZVPD.

The geometry in XYZ format:
```
52
Properties=species:S:1:pos:R:3:forces:R:3:mulliken_charge:R:1
C 3.3806 -1.0607 0.4720 -0.160 0.162 -0.060 -1.454
C 1.9873 -0.4558 0.4220 0.217 -0.492 0.449 0.275
N 1.8318 0.6084 -0.5975 -0.315 0.059 0.066 0.736
C 2.6870 1.7990 -0.3686 0.244 0.532 0.241 -0.535
C 2.3525 2.5432 0.9117 0.003 -0.128 -0.128 -1.203
C 1.9501 0.1253 -1.9907 0.001 -0.148 -0.606 -0.807
C 0.9500 0.9464 -2.8316 0.144 -0.027 0.151 -0.959
N -0.2437 1.1439 -2.0168 -0.350 0.391 -0.263 -0.305
C -1.3411 0.2077 -2.2956 -0.195 -0.155 0.036 -1.845
C -0.9857 -1.2086 -1.9304 -0.173 0.048 0.197 1.221
C -0.5308 -2.1006 -2.8866 -0.056 -0.154 0.152 -0.513
C -0.2048 -3.4049 -2.5408 0.003 0.045 0.137 0.141
Cl 0.3889 -4.4873 -3.7499 0.015 -0.054 -0.049 -0.207
C -0.3597 -3.8341 -1.2337 0.058 0.042 -0.273 -0.914
C -0.8304 -2.9577 -0.2707 -0.130 0.244 0.204 -0.158
C -1.1376 -1.6411 -0.6018 0.096 -0.157 -0.256 -0.138
O -1.5702 -0.7024 0.2783 -0.027 0.007 -0.333 -0.166
C -1.8901 -1.0910 1.6048 0.041 0.030 0.412 -0.720
C -2.3940 0.1301 2.3254 0.230 -0.056 -0.241 0.380
C -3.6321 0.1639 2.9514 0.131 0.065 -0.017 -0.549
C -4.0621 1.3047 3.6081 -0.105 0.017 0.074 -0.792
C -3.2643 2.4357 3.6419 -0.031 -0.098 -0.026 -0.492
C -2.0277 2.4297 3.0186 0.200 -0.102 -0.142 -0.897
C -1.6181 1.2800 2.3760 -0.238 0.017 0.129 0.432
F -0.3982 1.2707 1.7684 -0.026 0.010 0.110 0.087
H 4.1227 -0.3503 0.8243 0.113 0.046 0.027 0.350
H 3.3724 -1.8953 1.1673 -0.009 -0.065 0.049 0.456
H 3.6846 -1.4412 -0.4991 0.081 -0.069 -0.101 0.316
H 1.7230 -0.0284 1.3890 -0.098 0.006 -0.112 0.300
H 1.2592 -1.2337 0.1827 -0.022 0.173 -0.019 -0.164
H 0.8073 0.9178 -0.6109 0.381 -0.082 0.138 0.185
H 2.5409 2.4709 -1.2152 0.020 -0.137 -0.057 0.401
H 3.7302 1.4787 -0.3651 -0.106 -0.049 -0.146 0.455
H 2.6019 1.9684 1.7979 0.001 -0.048 0.119 0.295
H 2.9271 3.4646 0.9428 0.063 0.058 -0.014 0.475
H 1.2979 2.7984 0.9447 -0.117 0.048 0.053 0.261
H 2.9684 0.2366 -2.3612 0.002 -0.019 0.117 0.527
H 1.6689 -0.9278 -2.0220 0.089 0.070 0.124 0.414
H 1.3847 1.9140 -3.0894 -0.072 -0.045 -0.001 0.533
H 0.7414 0.4170 -3.7657 0.054 0.040 0.032 0.364
H -0.6015 2.0866 -2.1164 0.094 -0.034 -0.017 0.241
H -1.6289 0.2432 -3.3543 0.025 0.016 0.089 0.455
H -2.1894 0.5243 -1.6862 0.021 0.003 -0.139 0.578
H -0.4408 -1.7899 -3.9158 0.003 0.052 -0.153 0.459
H -0.1243 -4.8512 -0.9666 0.035 -0.124 0.007 0.465
H -0.9611 -3.3182 0.7367 -0.017 -0.019 0.123 0.493
H -2.6585 -1.8722 1.6037 0.102 0.047 -0.006 0.562
H -0.9912 -1.4742 2.1117 -0.108 -0.029 -0.135 0.330
H -4.2602 -0.7133 2.9264 -0.074 -0.112 -0.023 0.391
H -5.0255 1.3103 4.0926 -0.093 0.004 0.046 0.408
H -3.6008 3.3241 4.1520 -0.031 0.088 0.048 0.405
H -1.3858 3.2962 3.0321 0.086 0.081 -0.011 0.432
```
Forces are in eV/Å.

Its energy above the lowest of the compared OMol25 structures with the same formula, charge and spin is 0.0 kJ/mol. Its structure (SMILES) is CC[NH+](CC)CCNCc1cc(Cl)ccc1OCc1ccccc1F. Its charge is +1.

[3]
A 3-piece molecular cluster, C20H27FN3O4 overall. Source: the Open Molecules 2025 dataset; level of theory: ωB97M-V/def2-TZVPD.

The geometry in XYZ format:
```
55
Properties=species:S:1:pos:R:3:forces:R:3:mulliken_charge:R:1
C 2.9965 3.2677 0.7366 0.048 -0.369 -0.592 -1.112
C 2.6765 2.5166 -0.5867 1.028 0.140 0.303 -0.251
C 2.2513 1.0703 -0.3163 -1.285 -0.097 -0.862 -0.928
C 0.8418 0.9343 0.3118 1.942 -1.392 0.372 -0.416
O -0.0958 0.4233 -0.6828 0.209 0.668 0.243 -0.176
C -1.2254 1.2285 -0.8080 -0.845 -0.165 -0.391 -0.519
C -2.3058 0.9551 0.2459 -0.645 -0.138 -0.523 -0.193
O -3.5431 0.6262 -0.4420 0.136 -0.201 -0.102 -0.384
C -4.6064 0.5690 0.4700 -0.622 0.454 -0.001 -0.299
C -5.3131 1.9468 0.5953 0.322 -0.570 0.463 -0.982
C 0.8508 -0.0740 1.4220 -0.139 2.069 -2.026 0.351
O 0.0291 -0.0227 2.2873 -0.988 -1.067 1.662 -0.515
N 1.8333 -1.1598 1.4356 0.443 0.408 -0.022 -0.221
C 2.6081 -1.2508 2.5547 -0.114 -1.819 -2.266 0.431
O 2.6169 -0.5881 3.4905 -0.043 2.325 3.465 -0.435
F 3.4444 -2.3261 2.5216 0.284 -0.480 -0.657 -0.331
H 4.0786 3.3992 0.8364 -0.045 0.026 0.042 0.328
H 2.6636 2.6316 1.5558 -0.215 0.373 0.207 0.253
H 2.5391 4.2560 0.7768 -0.111 -0.092 0.209 0.298
H 3.6139 2.4938 -1.1651 -0.137 -0.015 -0.118 0.370
H 1.9689 3.0590 -1.2149 -0.296 -0.185 0.188 0.241
H 2.2354 0.5361 -1.2875 0.195 -0.028 0.092 0.125
H 3.0253 0.5978 0.3088 0.005 0.294 -0.016 0.329
H -1.0008 2.2998 -0.8272 0.343 -0.100 0.083 0.152
H -1.6868 0.9762 -1.7737 0.035 0.003 0.056 0.422
H -2.0588 0.0827 0.8510 0.312 0.247 0.210 0.166
H -2.5262 1.8305 0.8662 0.355 -0.104 0.191 0.305
H -4.2535 0.2086 1.4431 0.023 0.135 0.022 0.285
H -5.3652 -0.1499 0.1437 0.315 -0.155 -0.276 0.336
H -6.2583 1.9683 0.0543 0.040 0.026 -0.073 0.314
H -4.6535 2.7136 0.1927 -0.034 0.092 0.090 0.301
H -5.5107 2.1413 1.6518 -0.101 0.269 -0.091 0.269
H 2.3790 -1.1952 0.5817 -0.195 -0.376 -0.023 0.460
N 1.0466 0.9983 -4.0475 0.110 0.036 -0.276 -0.201
C 1.8725 1.7871 -4.7321 -0.083 0.048 0.149 -0.177
C 2.5690 1.3827 -5.8620 0.000 -0.013 0.015 -0.541
C 2.4011 0.0811 -6.3037 0.050 -0.048 -0.090 -0.150
C 1.5487 -0.7564 -5.6041 0.023 0.052 -0.006 -0.697
C 0.8977 -0.2482 -4.4886 -0.154 -0.011 0.207 -0.025
H 1.9766 2.7961 -4.3462 0.043 0.006 -0.038 0.355
H 3.2255 2.0699 -6.3793 -0.004 0.012 0.025 0.349
H 2.9276 -0.2759 -7.1809 -0.004 0.005 0.011 0.350
H 1.3899 -1.7806 -5.9145 -0.017 0.002 0.026 0.351
H 0.2176 -0.8650 -3.9101 0.034 -0.024 0.003 0.392
N -1.8474 -3.1975 5.1856 0.093 -0.057 -0.140 -0.611
C -1.0131 -2.4286 4.4805 -0.153 0.009 0.214 -0.484
C -0.3587 -2.8493 3.3322 -0.152 -0.453 0.196 0.018
C -0.5802 -4.1423 2.8922 0.001 -0.058 -0.002 -0.487
C -1.4421 -4.9596 3.6097 0.001 0.019 -0.019 -0.417
C -2.0469 -4.4394 4.7418 -0.056 0.073 0.109 -0.239
H -0.8670 -1.4244 4.8610 0.059 0.029 -0.125 0.445
H 0.2932 -2.1864 2.8067 -0.007 0.223 -0.108 0.701
H -0.0877 -4.5096 1.9996 0.004 0.025 0.009 0.407
H -1.6409 -5.9770 3.2976 -0.025 0.004 0.023 0.358
H -2.7312 -5.0409 5.3328 0.015 -0.052 -0.042 0.328
```
Forces are in eV/Å.

Its charge is -1.

It is found that the M values, taken in the order of the records, are 1076.325, 365.900, 392.451 g mol⁻¹.
It is found that the gap between HOMO and LUMO values, taken in the order of the records, are 5.19, 9.27, 5.43 eV.
It is found that the maximum force values, taken in the order of the records, are 0.1, 0.7, 4.2 eV/Å.